[1]
A cluster of 3 separate species, C13H29NO11P2 in total, computed with ωB97M-V with the def2-TZVPD basis set.

Summary:
lowest unoccupied orbital energy = 0.380 eV
gap between HOMO and LUMO = 10.2164 eV
E_HOMO = -9.84 eV

```
! RIJCOSX wB97M-V def2-TZVPD def2/J DEFGRID3
* xyz 0 1
H -2.57016 -2.38611 3.74865
C 0.86608 -2.11886 3.69748
H -0.41904 3.57741 0.55171
C -2.91470 -1.39230 4.01908
H -2.07432 -2.13019 6.38254
H 0.31800 -0.95885 -0.94904
H 4.53310 0.27657 -4.30359
H -2.77561 4.96249 -0.81787
H -4.24625 4.03004 -1.15508
H -3.66794 -1.12706 3.28753
H 1.86943 -0.29919 -1.48659
H 1.75916 -1.99553 -0.94672
O 3.18330 -2.49603 -3.22123
O -4.33560 -0.62606 5.67775
H 3.67047 -0.52436 -5.64182
H -2.22650 0.64991 3.86098
H 0.16984 1.00448 4.09325
H 0.22434 4.61722 -0.74451
C -0.72958 -0.52731 2.89853
O -3.03189 -2.25691 6.32771
C -3.51299 -1.37617 5.40495
P -1.53129 1.99945 -1.26248
C -3.20904 3.96232 -0.83393
H -0.94049 -0.02311 1.94892
O 1.57226 -2.14424 -5.20550
P 2.01809 -1.65148 -3.90839
C -0.20539 -1.92100 2.61181
O -0.08025 2.65540 -1.29831
H 0.83473 -0.82612 5.12073
H -3.17910 3.53654 0.16822
N 1.26284 -0.82638 4.19674
H -0.92708 0.59819 -4.39308
H 0.39477 -1.95854 1.69717
H 3.79313 -3.26460 -5.07375
H -0.33826 2.15029 -3.77682
O 0.90506 -1.60652 -2.80013
H -0.94159 -2.70372 2.47594
H 4.23183 -4.20745 -3.64091
C 3.58343 0.20417 -4.83495
H 5.08848 -2.69477 -3.99363
C 1.24348 -1.19122 -1.47173
H 3.33973 1.17437 -5.26183
H -2.05769 1.95404 -4.21113
O 1.33519 -3.09545 4.12246
O -2.49944 3.15479 -1.77872
C -1.18324 1.46274 -3.78631
H 1.27097 3.41937 0.04099
H -1.32719 -0.31416 4.97738
O -1.48167 0.99205 -2.46445
C 4.12341 -3.20019 -4.03775
O -1.89988 1.39966 0.01663
H 1.14058 0.71188 2.68611
C -1.78714 -0.33402 3.98430
O 2.55592 -0.15119 -3.90887
C 0.53783 0.21441 3.44188
C 0.25864 3.62127 -0.30200
*
```

natural (NBO) population analysis, charges in e, atoms 1 to 2: number 1, H, carries 0.2156; number 2, C, carries 0.6966

[2]
An isolated molecule of C3H5FOS, computed with ωB97M-V with the def2-TZVPD basis set.

Summary:
lowest unoccupied orbital energy = -0.667 eV
energy relative to the best compared isomer or geometry (same formula, charge and spin) = 24.2 kcal per mole
gap between HOMO and LUMO = 8.5534 eV
E_HOMO = -9.22 eV

```
! RIJCOSX wB97M-V def2-TZVPD def2/J DEFGRID3
* xyz 0 1
H 0.88538 1.30705 0.99872
H -2.10747 1.46624 -0.14472
H -1.05685 -0.87478 1.39178
C -1.05112 -0.80260 0.28788
C 0.98401 0.58162 0.25042
H -0.50492 -1.70242 -0.08402
O -1.15545 1.51404 0.03996
C -0.38219 0.39578 -0.37248
F -2.37109 -0.89597 -0.09416
S 2.28340 -0.34166 -0.07163
H -0.47136 0.17300 -1.48286
*
```

natural (NBO) population analysis, charges in e, atoms 1 to 2: number 1, H, carries 0.2066; number 2, H, carries 0.4940

[3]
The ion C7H11N2 with charge +1, computed with ωB97M-V with the def2-TZVPD basis set.

Summary:
lowest unoccupied orbital energy = -5.692 eV
energy relative to the best compared isomer or geometry (same formula, charge and spin) = 45.6 kcal per mole
gap between HOMO and LUMO = 8.7650 eV
E_HOMO = -14.46 eV

```
! RIJCOSX wB97M-V def2-TZVPD def2/J DEFGRID3
* xyz 1 1
H -1.57842 1.26596 -0.00988
C 1.11183 1.06859 -1.27897
H 2.00102 1.62840 1.30124
H 1.13557 0.40093 -2.13852
N 1.84170 -0.79130 0.05909
C 1.02328 1.15361 1.25851
H -3.07226 -1.43291 0.02351
C -2.88941 -0.37267 0.01343
N -0.47944 -0.48408 -0.01601
H 0.30327 1.78376 -1.39687
H -3.76078 0.25912 0.02850
H 0.26295 1.92861 1.22022
C 0.96353 0.28141 0.01691
C -1.68150 0.18968 -0.00902
H -0.93130 -2.53457 -0.05105
H 2.05614 1.60603 -1.24001
C -0.20130 -1.74496 -0.01748
C 1.23806 -1.91164 0.03089
H 0.89384 0.55678 2.15877
H 1.76323 -2.85076 0.04675
*
```

natural (NBO) population analysis, charges in e, atoms 1 to 2: number 1, H, carries 0.2326; number 2, C, carries -0.6215

[4]
A structure of composition C31H25Br2IN7O3SSm, computed with ωB97M-V with the def2-TZVPD basis set.

Summary:
lowest unoccupied orbital energy (alpha / beta) = -5.731 / -7.182 eV
energy relative to the best compared isomer or geometry (same formula, charge and spin) = 154.7 kcal per mole
gap between HOMO and LUMO (alpha / beta) = 3.6657 / 5.3955 eV
E_HOMO (alpha / beta) = -9.40 / -12.58 eV

```
! RIJCOSX wB97M-V def2-TZVPD def2/J DEFGRID3
* xyz 2 6
C 2.57597 -2.38714 4.41052
Br 0.70016 -0.23788 -4.41872
C -0.85756 -3.51538 -2.92191
C 3.17890 -1.61853 6.65943
H -1.56850 -3.12618 -3.62596
N 0.77063 0.62827 4.88786
H -2.89447 3.02190 -0.75151
H 4.87205 -2.73778 0.68560
H 2.76939 -3.03498 3.56496
N -2.84044 -0.59743 -0.12009
H 3.02860 -4.43333 0.34926
H -0.85222 -5.74452 -3.08269
O 0.84701 0.77903 0.67495
S -2.55578 -0.31717 -2.74787
I 2.14776 2.26232 -2.41587
C -1.92632 3.11161 -1.27528
C 0.87675 1.57349 -5.06498
H -5.30156 -0.20716 -2.31452
C -0.89033 2.44422 0.74127
C -0.51497 -4.83840 -2.60614
C -0.14967 1.44590 2.81575
C -1.62291 3.42883 1.44928
H 0.91397 -5.46841 -1.01377
C 0.61725 -3.41818 -1.31382
C -3.43123 -0.42215 -1.34547
C 0.59277 0.45095 3.56947
H -2.26832 4.14387 0.96117
H -2.03970 2.66525 -2.30031
N -0.13119 -2.63881 -2.11328
H 1.53059 0.42596 1.27565
C 1.15155 4.15409 -6.21253
H -5.56157 -0.51071 1.95796
H 2.26230 0.28464 7.23590
H -6.61712 -0.11311 -0.35470
C -4.82550 -0.17394 -1.34307
H -0.76664 2.54409 4.66685
H 3.66132 -0.22882 0.06155
H -2.98761 -0.73533 1.93172
N 0.48272 -4.70327 -1.61618
H -1.58704 4.16470 -1.27908
H 1.00044 -1.28636 2.26344
Br -2.54483 4.60619 3.94220
H 3.86713 -1.72128 7.57723
C -1.54242 3.41520 2.83622
C 1.38557 2.63135 -4.31620
C 3.30258 -1.25565 -0.02454
C 0.60264 1.82979 -6.43581
C -0.07012 1.52429 1.45189
O -1.55595 -1.06201 -0.01296
C 3.91781 -2.46605 0.16616
N 2.90820 -3.44580 -0.01245
C -4.94479 -0.43152 1.03136
H 4.18862 -3.25194 5.72397
Sm -0.06121 -0.42196 -1.45598
C 1.85381 -2.82621 -0.63483
N 2.04586 -1.48295 -0.61289
C -0.77735 2.51449 3.56146
H 1.19634 5.17198 -6.59916
C 0.68042 3.11184 -6.99720
C 2.21874 -0.56606 6.56274
H 0.25838 0.97952 -7.03115
C -5.60112 -0.23268 -0.21169
C 1.67970 -1.37516 4.28154
C 1.48482 -0.42837 5.35826
C -3.56680 -0.64718 1.03313
O -0.96123 2.21316 -0.62677
H 1.97237 4.70288 -4.30339
C 1.53737 3.89278 -4.90226
C 3.38396 -2.46889 5.58239
H 0.23403 3.22338 -8.01989
N 1.11804 -0.76734 3.16376
*
```

Mulliken population analysis, charges in e, atoms 1 to 2: number 1, C, carries -0.5724; number 2, Br, carries -0.0768